(1)
Below is C46H47BiN13O3S as an isolated structure in a non-equilibrium geometry, with properties calculated with wB97M-V/def2-TZVPD.

As for the charge: +1. The gap between HOMO and LUMO is 0.162 Eh. The lowest unoccupied orbital energy is -2.88 eV.

Atoms and positions in Å:
Bi1 -0.225 -0.527 -0.475
N1 -4.233 -1.338 1.824
C1 -3.303 -0.972 0.891
N2 -2.038 -0.968 1.128
C2 -1.622 -1.409 2.396
N3 -0.206 -1.321 2.692
N4 0.401 -0.287 1.908
C3 1.746 -0.064 2.352
C4 2.368 1.070 1.570
C5 3.078 2.074 2.214
C6 3.711 3.044 1.452
C7 3.607 2.987 0.071
C8 2.856 1.965 -0.486
N5 2.243 1.030 0.241
C9 -2.505 -1.807 3.434
C10 -2.137 -2.238 4.711
C11 -3.112 -2.600 5.661
C12 -4.442 -2.556 5.346
C13 -4.831 -2.138 4.053
C14 -3.889 -1.776 3.136
H1 -5.196 -1.371 1.545
H2 -3.682 -0.691 -0.074
H3 1.768 0.208 3.421
H4 3.148 2.083 3.294
H5 4.281 3.828 1.934
H6 4.090 3.721 -0.561
H7 2.748 1.881 -1.564
H8 -1.090 -2.319 4.988
H9 -2.797 -2.929 6.643
H10 -5.195 -2.842 6.069
H11 -5.882 -2.103 3.787
N6 -1.320 2.286 1.607
C15 -0.655 2.733 0.538
N7 -0.275 4.008 0.557
C16 0.246 4.473 -0.571
N8 0.676 5.738 -0.584
N9 0.365 3.768 -1.711
C17 0.033 2.506 -1.633
N10 -0.453 1.893 -0.529
C18 0.212 1.724 -2.884
C19 0.238 2.364 -4.116
C20 0.312 1.594 -5.262
C21 0.387 0.214 -5.148
C22 0.398 -0.340 -3.882
N11 0.312 0.401 -2.779
H12 -1.326 2.918 2.391
H13 -1.267 1.289 1.809
H14 0.602 6.288 0.254
H15 1.078 6.122 -1.420
H16 0.179 3.443 -4.144
H17 0.295 2.061 -6.238
H18 0.433 -0.419 -6.023
H19 0.477 -1.412 -3.733
C23 -3.593 6.009 -1.360
C24 -3.480 4.541 -1.670
C25 -3.765 3.587 -0.692
C26 -3.690 2.235 -0.971
C27 -3.303 1.829 -2.240
C28 -3.031 2.756 -3.235
C29 -3.118 4.108 -2.943
S1 -3.375 0.129 -2.697
O1 -4.651 -0.337 -2.206
O2 -3.111 0.057 -4.111
N12 -2.180 -0.674 -1.880
C30 -2.167 -2.053 -2.065
C31 -3.050 -2.839 -2.842
C32 -2.858 -4.200 -2.891
C33 -1.812 -4.800 -2.189
C34 -0.992 -3.983 -1.456
N13 -1.163 -2.655 -1.395
H20 -4.599 6.368 -1.588
H21 -2.891 6.591 -1.957
H22 -3.402 6.202 -0.304
H23 -4.059 3.912 0.299
H24 -3.939 1.502 -0.213
H25 -2.784 2.402 -4.228
H26 -2.913 4.838 -3.718
H27 -3.862 -2.376 -3.373
H28 -3.530 -4.809 -3.481
H29 -1.647 -5.867 -2.219
H30 -0.159 -4.376 -0.883
C35 3.407 -1.452 -2.260
C36 4.577 -1.524 -1.274
C37 5.373 -2.815 -1.509
C38 4.251 -1.386 0.213
C39 5.241 -0.988 1.037
C40 5.104 -0.853 2.472
C41 3.928 -1.076 3.055
C42 2.699 -1.393 2.275
C43 1.929 -2.522 3.009
C44 0.487 -2.641 2.558
C45 2.640 -3.869 2.879
C46 2.941 -1.708 0.799
O3 2.028 -2.195 0.138
H31 3.804 -1.377 -3.275
H32 2.777 -0.581 -2.068
H33 2.784 -2.342 -2.201
H34 5.234 -0.679 -1.504
H35 4.758 -3.686 -1.272
H36 6.271 -2.849 -0.892
H37 5.675 -2.888 -2.556
H38 6.212 -0.757 0.607
H39 5.972 -0.585 3.061
H40 3.815 -1.002 4.133
H41 1.921 -2.241 4.070
H42 0.426 -2.914 1.513
H43 -0.136 -1.072 3.693
H44 -0.058 -3.361 3.168
H45 2.582 -4.238 1.854
H46 2.183 -4.611 3.536
H47 3.694 -3.775 3.149

Mulliken atomic charge list, values in e, 6 entries: atom 1 (Bi): 3.575, atom 2 (N): 0.026, atom 3 (C): -1.823, atom 4 (N): 0.226, atom 5 (C): -1.630, atom 6 (N): 0.625


(2)
Below is HN2OP in the gas phase in a non-equilibrium geometry, with properties calculated with wB97M-V/def2-TZVPD.

The gap between HOMO and LUMO (alpha / beta) is 0.266 / 0.266 Eh. The lowest unoccupied orbital energy (alpha / beta) is -1.91 / -1.92 eV. As for the SMILES: N#[PH]N=O.

Atoms and positions in Å:
N1 -0.959 0.739 0.209
N2 1.020 -1.888 0.049
O1 -2.070 0.493 -0.125
P1 0.692 -0.400 -0.048
H1 1.317 1.056 -0.085

Table of Mulliken atomic charges, one value per atom, all in e: atom 1 (N): 0.122, atom 2 (N): -0.394, atom 3 (O): -0.206, atom 4 (P): 0.360, atom 5 (H): 0.118


(3)
Below is C38H50Ge2N3O5PSSeTcTe as an isolated structure in a non-equilibrium geometry, with properties calculated with wB97M-V/def2-TZVPD.

As for the charge: -1. Its multiplicity is 3. The gap between HOMO and LUMO (alpha / beta) is 0.193 / 0.248 Eh. The expectation value of S² is 2.037. The lowest unoccupied orbital energy (alpha / beta) is 1.97 / 1.98 eV.

Atoms and positions in Å:
Tc1 0.443 0.376 0.179
O1 0.917 0.603 -1.913
S1 1.352 1.895 -1.366
O2 1.925 2.742 -2.355
O3 2.142 1.653 -0.166
O4 0.057 2.564 -0.832
C1 2.452 -4.889 2.660
Ge1 1.824 -2.968 2.706
C2 3.314 -2.108 3.767
C3 0.337 -3.141 4.061
Ge2 1.256 -1.867 0.530
C4 0.193 -3.387 -0.258
C5 0.175 -3.633 -1.625
C6 -0.659 -4.586 -2.184
C7 -1.512 -5.318 -1.375
C8 -1.501 -5.099 -0.008
C9 -0.659 -4.148 0.537
C10 3.006 -2.017 -0.446
C11 3.093 -1.513 -1.738
C12 4.296 -1.441 -2.416
C13 5.459 -1.888 -1.813
C14 5.393 -2.420 -0.537
C15 4.184 -2.474 0.134
H1 2.525 -5.256 3.681
H2 3.422 -5.002 2.188
H3 1.745 -5.511 2.124
H4 2.921 -1.410 4.499
H5 3.985 -1.561 3.114
H6 3.883 -2.866 4.299
H7 0.513 -2.520 4.936
H8 0.286 -4.174 4.393
H9 -0.620 -2.865 3.629
H10 0.834 -3.062 -2.265
H11 -0.647 -4.763 -3.253
H12 -2.184 -6.049 -1.806
H13 -2.157 -5.665 0.639
H14 -0.657 -3.984 1.604
H15 2.204 -1.140 -2.224
H16 4.332 -1.027 -3.416
H17 6.405 -1.824 -2.337
H18 6.291 -2.790 -0.062
H19 4.142 -2.880 1.135
C16 -2.001 -1.267 -2.692
C17 -2.102 -1.026 -1.204
O5 -1.473 0.042 -0.739
C18 -2.866 -1.848 -0.347
C19 -3.829 -2.760 -0.837
C20 -4.610 -3.487 0.030
C21 -4.463 -3.354 1.406
C22 -3.490 -2.495 1.906
C23 -2.709 -1.752 1.056
H20 -1.031 -0.900 -3.044
H21 -2.804 -0.747 -3.234
H22 -2.054 -2.331 -2.910
H23 -3.980 -2.866 -1.901
H24 -5.356 -4.167 -0.364
H25 -5.091 -3.919 2.081
H26 -3.345 -2.418 2.975
H27 -1.919 -1.104 1.421
C24 -1.158 6.528 -6.703
C25 -0.990 5.529 -5.592
C26 -0.815 4.184 -5.878
C27 -0.703 3.243 -4.865
C28 -0.396 1.812 -5.226
C29 -0.816 3.644 -3.531
Te1 -1.248 1.946 -2.272
C30 -0.897 5.005 -3.227
C31 -0.854 5.466 -1.805
C32 -0.977 5.926 -4.262
H28 -1.309 6.015 -7.653
H29 -0.275 7.166 -6.786
H30 -2.017 7.170 -6.509
H31 -0.778 3.860 -6.910
H32 0.019 1.760 -6.234
H33 -1.293 1.184 -5.195
H34 0.354 1.404 -4.541
H35 -1.751 5.131 -1.278
H36 -0.793 6.553 -1.751
H37 0.018 5.038 -1.307
H38 -1.055 6.977 -4.021
C33 0.392 1.491 5.425
N1 -0.945 1.378 4.875
C34 -1.430 2.708 4.549
N2 -0.560 3.448 3.652
C35 0.781 3.489 4.209
N3 1.327 2.183 4.552
C36 1.590 1.392 3.362
P1 0.078 1.079 2.312
C37 -0.990 0.486 3.730
C38 -0.555 2.835 2.334
H39 0.779 0.488 5.623
H40 0.325 2.055 6.365
H41 -1.509 3.262 5.490
H42 -2.419 2.623 4.092
H43 0.754 4.092 5.125
H44 1.447 3.971 3.487
H45 2.007 0.422 3.657
H46 2.329 1.910 2.744
H47 -0.633 -0.500 4.033
H48 -2.024 0.402 3.383
H49 -1.571 2.845 1.920
H50 0.079 3.433 1.671
Se1 -3.105 2.778 -1.065

Mulliken atomic charge list, values in e, 6 entries: atom 1 (Tc): -1.008, atom 2 (O): -0.562, atom 3 (S): 1.573, atom 4 (O): -0.793, atom 5 (O): -0.620, atom 6 (O): -0.031


(4)
Below is an isolated ion of composition C5H11N2S and charge +1 in a non-equilibrium geometry, with properties calculated with wB97M-V/def2-TZVPD.

As for the charge: +1. The gap between HOMO and LUMO is 0.322 Eh. The lowest unoccupied orbital energy is -4.27 eV. As for the SMILES: CC(=S)[C@H](C)/[NH+]=C/N.

Atoms and positions in Å:
C1 -1.689 -0.436 0.943
C2 1.063 -0.721 0.157
C3 2.313 -1.047 -0.553
C4 0.328 1.436 -1.473
C5 -0.079 0.145 -0.670
N1 -2.400 -0.169 2.013
N2 -1.034 0.540 0.287
S1 0.475 -1.404 1.555
H1 -1.922 -1.413 0.330
H2 2.882 -0.103 -0.287
H3 2.915 -1.844 0.022
H4 2.350 -0.960 -1.624
H5 1.418 1.726 -1.175
H6 0.206 1.314 -2.669
H7 -0.350 2.175 -1.140
H8 -0.382 -0.514 -1.406
H9 -3.069 -0.834 2.543
H10 -2.253 0.781 2.258
H11 -0.774 1.328 0.891

Mulliken atomic charge list, values in e, 6 entries: atom 1 (C): 0.052, atom 2 (C): 0.344, atom 3 (C): -1.054, atom 4 (C): -1.062, atom 5 (C): 0.102, atom 6 (N): -0.342


(5)
Below is C34H25F4N10O2PPt as an isolated structure, with properties calculated with wB97M-V/def2-TZVPD.

As for the charge: +4. The gap between HOMO and LUMO is 0.200 Eh. The lowest unoccupied orbital energy is -11.88 eV.

Atoms and positions in Å:
Pt1 0.007 1.269 -0.527
C1 3.206 -5.270 10.380
O1 3.801 -4.367 9.389
C2 3.125 -3.556 8.677
C3 3.912 -2.766 7.751
C4 3.316 -1.864 6.960
C5 1.877 -1.676 7.045
C6 1.102 -2.480 7.977
C7 1.700 -3.386 8.771
N1 1.225 -0.784 6.370
N2 1.635 0.203 5.709
C8 1.457 0.604 4.493
C9 1.899 1.965 4.245
C10 1.759 2.579 3.050
C11 1.137 1.876 1.981
O2 0.926 2.420 0.856
C12 0.691 0.501 2.184
N3 0.098 -0.065 1.107
C13 -0.382 -1.296 1.211
C14 -0.291 -2.020 2.402
C15 0.318 -1.455 3.499
C16 0.832 -0.153 3.401
H1 4.010 -5.944 10.647
H2 2.377 -5.813 9.935
H3 2.898 -4.676 11.238
H4 4.983 -2.927 7.750
H5 3.892 -1.246 6.283
H6 0.036 -2.303 8.030
H7 1.128 -3.957 9.488
H8 2.356 2.481 5.080
H9 2.084 3.598 2.888
H10 -0.856 -1.731 0.345
H11 -0.707 -3.018 2.436
H12 0.397 -2.015 4.420
C17 1.062 5.506 -3.444
N4 1.067 4.168 -4.225
C18 -0.285 4.052 -4.971
N5 -1.366 4.168 -4.059
C19 -1.312 5.444 -3.341
N6 -0.064 5.567 -2.585
C20 0.007 4.666 -1.438
P1 -0.064 2.930 -2.045
C21 1.286 3.002 -3.307
C22 -1.519 3.020 -3.167
H13 1.022 6.291 -4.198
H14 2.004 5.562 -2.899
H15 1.824 4.192 -4.914
H16 -0.283 3.093 -5.489
H17 -0.297 4.866 -5.695
H18 -2.161 5.521 -2.665
H19 -1.372 6.260 -4.062
H20 -0.832 4.855 -0.767
H21 0.925 4.834 -0.873
H22 1.301 2.085 -3.897
H23 2.256 3.114 -2.821
H24 -2.431 3.127 -2.579
H25 -1.602 2.096 -3.744
F1 -1.754 -0.123 -4.781
C23 -2.252 -1.326 -5.121
C24 -2.706 -1.522 -6.375
F2 -2.648 -0.524 -7.224
C25 -3.254 -2.797 -6.795
C26 -3.267 -3.823 -5.769
C27 -2.801 -3.601 -4.517
F3 -2.835 -4.576 -3.625
C28 -2.271 -2.339 -4.116
C29 -1.812 -2.113 -2.821
C30 -1.297 -0.897 -2.334
N7 -0.948 0.043 -1.763
C31 -1.778 -3.079 -1.763
N8 -1.624 -3.718 -0.819
F4 -3.738 -5.004 -6.060
C32 -3.724 -3.014 -8.064
C33 -3.699 -2.012 -9.084
N9 -3.701 -1.213 -9.909
C34 -4.283 -4.254 -8.496
N10 -4.725 -5.254 -8.850

Mulliken atomic charge list, values in e, 6 entries: atom 1 (Pt): 0.538, atom 2 (C): -0.788, atom 3 (O): -0.303, atom 4 (C): 0.898, atom 5 (C): -0.884, atom 6 (C): -0.224


The records above give, respectively, ΔE to the lowest compared entry with this formula, charge and spin values of 240.2, 554.2, 562.4, 228.0, 0.0 kJ/mol.